[1]
Molecular formula: C5H16N2O
Method: DFT, wB97M-V/def2-TZVPD

The geometry in XYZ format:
```
24
Properties=species:S:1:pos:R:3:lowdin_charge:R:1
C -0.634 -2.813 -0.495 -0.13
N -0.996 -1.671 0.315 -0.09
C 1.850 -0.874 1.225 -0.10
C 1.189 -0.452 -0.079 -0.23
C -0.350 -0.389 0.039 -0.38
C -0.965 0.299 -1.175 -0.26
N -0.966 1.766 -1.128 0.00
H -0.940 -3.723 0.003 0.07
H -1.160 -2.789 -1.454 0.08
H 0.443 -2.952 -0.697 0.07
H -1.008 -1.902 1.294 0.10
H 2.854 -0.447 1.280 0.07
H 1.360 -0.431 2.092 0.07
H 2.001 -1.951 1.295 0.07
H 1.439 -1.114 -0.910 0.10
H 1.482 0.574 -0.313 0.10
H -0.503 0.203 0.939 0.13
H -1.979 -0.082 -1.293 0.11
H -0.425 0.003 -2.081 0.11
H -0.128 2.038 -0.632 0.01
H -1.770 2.030 -0.559 0.07
H 1.050 3.449 1.792 0.05
H 0.473 4.294 0.666 0.05
O 0.543 3.381 0.972 -0.06
```

Summary:
LUMO level: 0.564 eV
DFT total energy: -10471.7200 eV
SMILES: CC[C@@H](CN)NC.O
energy above the lowest of the compared OMol25 structures with the same formula, charge and spin: 18.5 kcal/mol
total charge: 0
Kohn-Sham gap: 0.3224 Eh

[2]
Molecular formula: C5H16N2O
Method: DFT, wB97M-V/def2-TZVPD

The geometry in XYZ format:
```
24
Properties=species:S:1:pos:R:3:lowdin_charge:R:1
C 1.516 0.547 0.195 -0.51
C 2.217 1.876 -0.037 -0.06
C 2.500 -0.615 0.321 -0.06
O 0.625 0.341 -0.901 -0.11
H 0.089 -0.473 -0.734 0.03
H 0.936 0.614 1.129 0.13
H 2.901 2.106 0.783 0.08
H 1.966 -1.555 0.475 0.07
H 2.788 1.838 -0.968 0.08
H 1.487 2.683 -0.118 0.08
H 3.177 -0.466 1.166 0.08
H 3.092 -0.703 -0.592 0.08
C -2.415 0.808 0.374 -0.11
C -1.976 -1.501 0.751 -0.20
N -2.174 1.079 -0.913 0.00
N -1.250 -1.744 -0.481 -0.09
H -2.909 0.993 -1.596 0.09
H -1.836 -1.540 -1.287 0.07
H -0.946 -2.709 -0.577 0.08
H -1.228 1.236 -1.254 0.08
H -1.567 1.045 1.013 0.05
H -2.856 -0.252 0.697 0.02
H -1.313 -1.441 1.611 0.06
H -2.825 -2.166 0.943 0.06
```

Summary:
LUMO level: 0.965 eV
DFT total energy: -10468.8144 eV
energy above the lowest of the compared OMol25 structures with the same formula, charge and spin: 85.5 kcal/mol
total charge: 0
Kohn-Sham gap: 0.3028 Eh

[3]
Molecular formula: C5H16N2O
Method: DFT, wB97M-V/def2-TZVPD

The geometry in XYZ format:
```
24
Properties=species:S:1:pos:R:3:lowdin_charge:R:1
C -0.443 -0.492 1.910 -0.27
C -0.589 0.673 0.923 -0.21
C -1.440 0.261 -0.275 -0.22
C -0.734 -0.485 -1.408 -0.19
C 0.455 0.299 -2.012 -0.29
N 1.380 -0.523 -2.795 -0.03
N -1.690 -0.576 2.727 -0.01
H -0.355 -1.446 1.392 0.10
H 0.385 -0.394 2.611 0.10
H 0.428 0.958 0.644 0.06
H -0.922 1.551 1.469 0.11
H -1.902 1.174 -0.653 0.11
H -2.244 -0.360 0.120 0.10
H -0.267 -1.402 -1.062 0.10
H -1.468 -0.618 -2.205 0.11
H 0.100 1.061 -2.702 0.11
H 1.024 0.804 -1.239 0.08
H 2.013 -1.082 -2.214 0.06
H 0.876 -1.275 -3.265 0.06
H -1.570 -0.038 3.568 0.05
H -1.939 -1.542 2.912 0.06
H 3.323 1.587 -0.045 0.05
H 2.827 0.456 0.875 0.04
O 2.750 1.409 0.722 -0.07
```

Summary:
LUMO level: 0.647 eV
DFT total energy: -10471.7681 eV
SMILES: NCCCCCN.O
energy above the lowest of the compared OMol25 structures with the same formula, charge and spin: 17.4 kcal/mol
total charge: 0
Kohn-Sham gap: 0.3566 Eh

[4]
Molecular formula: C5H16N2O
Method: DFT, wB97M-V/def2-TZVPD

The geometry in XYZ format:
```
24
Properties=species:S:1:pos:R:3:lowdin_charge:R:1
N 0.942 0.903 -1.559 0.04
C -0.476 0.814 -1.310 -0.42
C -0.813 0.500 0.128 -0.16
C -0.009 1.239 1.325 -0.22
C 0.342 0.180 2.375 -0.14
C -1.230 1.975 -0.916 0.17
N -0.497 -2.874 -0.966 0.00
H -0.215 -3.493 -1.732 0.01
H 1.133 0.927 -2.576 0.09
H -0.973 0.114 -1.951 0.14
H -0.433 -0.567 0.176 0.15
H -1.887 0.270 0.409 0.16
H 0.917 1.616 0.892 0.10
H -0.588 2.053 1.762 0.09
H -0.596 -0.267 2.887 0.09
H 1.017 0.602 3.193 0.09
H 0.929 -0.635 1.846 0.05
H -2.327 1.991 -1.020 0.12
H -0.706 2.928 -1.003 0.13
H 0.369 -2.394 -0.729 -0.04
H -0.689 -3.481 -0.167 0.01
H 2.618 -1.374 -0.045 -0.11
H 1.428 0.077 -1.084 0.04
O 1.744 -1.103 0.065 -0.40
```

Summary:
LUMO level: -1.558 eV
DFT total energy: -10466.9060 eV
energy above the lowest of the compared OMol25 structures with the same formula, charge and spin: 129.5 kcal/mol
total charge: 0
Kohn-Sham gap: 0.2230 Eh

[5]
Molecular formula: C5H16N2O2
Method: DFT, wB97M-V/def2-TZVPD

The geometry in XYZ format:
```
25
Properties=species:S:1:pos:R:3:lowdin_spin:R:1
C -1.873 -0.852 -1.180 0.04
C -0.504 -0.789 -0.531 0.08
C -0.008 0.660 -0.640 0.03
C -0.576 1.601 0.370 0.03
C -1.625 2.395 0.089 0.02
N -0.004 1.584 1.620 0.05
N 0.524 -1.606 -1.207 0.04
H -2.390 -1.811 -1.011 0.02
H -2.548 -0.240 -0.565 0.00
H -1.848 -0.594 -2.218 0.00
H -0.475 -1.073 0.490 0.05
H 1.074 0.694 -0.520 0.01
H -0.078 0.947 -1.693 0.00
H -2.110 2.991 0.865 0.00
H -2.025 2.598 -0.893 0.00
H -0.163 2.389 2.204 0.02
H 0.941 1.247 1.729 0.06
H 0.398 -1.524 -2.216 0.01
H 0.298 -2.588 -1.089 0.04
H 2.636 -0.189 -1.172 0.01
H 3.216 -0.582 0.202 0.06
O 3.318 0.037 -0.536 0.08
H 1.635 -1.187 2.193 0.07
H 0.637 -2.220 2.844 0.09
O 1.550 -1.887 2.865 0.18
```

Summary:
LUMO level (spin up / spin down): 3.673 / 3.456 eV
DFT total energy: -12518.1674 eV
2S+1: 2
energy above the lowest of the compared OMol25 structures with the same formula, charge and spin: 0.0 kcal/mol
total charge: -1
Kohn-Sham gap (spin up / spin down): 0.1053 / 0.3087 Eh

What is the formula in the fourth record? C5H16N2O

energy above the lowest of the compared OMol25 structures with the same formula, charge and spin of number 3 (C5H16N2O)? 17.4 kcal/mol